The following is a quantum chemistry calculation of a structure of composition C36H34AlN6O8, from OMol25.

XYZ file:
```
85
Properties=species:S:1:pos:R:3:lowdin_charge:R:1
Al 0.3035 0.8281 -0.9089 0.103
C 0.4054 2.7242 3.5289 -0.002
O 0.4747 3.6363 2.4138 0.099
C 0.6435 2.9106 1.3311 -0.286
N 0.6523 1.6265 1.4117 0.184
C 0.3632 1.3295 2.8302 -0.190
C 1.1854 0.3122 3.5287 -0.051
C 0.9514 0.1604 4.9424 0.051
C 1.6839 -0.7250 5.6675 0.024
C 2.6696 -1.5068 5.0117 0.102
C 2.8892 -1.3870 3.6017 0.026
C 2.1491 -0.5054 2.8762 0.020
C 0.7787 3.6138 0.0462 -0.140
C 0.8503 4.9885 -0.0940 0.091
C 0.9076 5.5116 -1.3791 0.061
C 0.8910 4.6512 -2.4727 0.099
C 0.8206 3.2957 -2.2246 -0.099
N 0.7721 2.7880 -0.9909 0.135
C 0.7483 2.2288 -3.2361 -0.261
N 0.6274 1.0050 -2.8434 0.159
C 0.5017 0.1645 -4.0643 -0.177
C 0.6985 1.2053 -5.2002 0.032
O 0.7842 2.4938 -4.4989 0.124
C 1.4874 -0.9687 -4.1180 -0.219
C 1.1835 -2.0765 -4.9053 -0.038
C 2.0867 -3.1226 -5.0136 -0.047
C 3.2963 -3.0761 -4.3306 -0.051
C 3.6110 -1.9664 -3.5561 -0.055
C 2.7094 -0.9150 -3.4592 -0.049
H -0.4839 2.9598 4.1068 0.152
H 1.2971 2.8736 4.1365 0.151
H -0.6669 0.9267 2.8755 0.155
H 0.1900 0.7610 5.4246 0.147
H 1.5235 -0.8368 6.7316 0.144
H 3.2632 -2.2122 5.5811 0.146
H 3.6511 -1.9965 3.1346 0.138
H 2.3002 -0.3929 1.8131 0.094
H 0.8445 5.6262 0.7788 0.149
H 0.9546 6.5819 -1.5297 0.145
H 0.9211 5.0207 -3.4888 0.151
H -0.5116 -0.2386 -4.0927 0.149
H -0.1379 1.2743 -5.8890 0.150
H 1.6289 1.0712 -5.7449 0.152
H 0.2440 -2.1156 -5.4476 0.126
H 1.8515 -3.9727 -5.6406 0.121
H 4.0021 -3.8905 -4.4212 0.119
H 4.5666 -1.9132 -3.0521 0.114
H 2.9808 -0.0272 -2.8918 0.089
O -1.9975 3.1074 -0.2992 0.135
C -2.0803 1.9368 -0.0173 -0.474
O -1.4229 0.9896 -0.7015 0.012
C -2.8274 1.4673 1.1869 -0.125
C -2.6257 0.1831 1.6891 -0.034
C -3.2232 -0.2075 2.8750 0.013
C -4.0329 0.7052 3.5276 -0.117
C -4.2885 1.9678 3.0299 0.046
C -3.6677 2.3532 1.8500 0.036
N -4.6264 0.3097 4.8294 -0.346
O -5.4284 1.0644 5.3204 0.131
O -4.2210 -0.7274 5.3147 0.092
H -1.9853 -0.4989 1.1464 0.091
H -3.0875 -1.1931 3.2981 0.125
H -4.9532 2.6296 3.5675 0.137
H -3.8291 3.3409 1.4394 0.137
O 0.5589 -0.9116 -0.5576 0.079
C 0.4134 -2.1604 -0.7153 -0.348
C 0.5675 -3.1249 0.4183 -0.060
C -0.6968 -4.0296 0.4479 -0.144
C -2.0176 -3.3733 -0.0218 -0.155
C -2.2922 -3.3151 -1.5396 -0.142
C -1.3917 -2.3348 -2.2942 -0.116
N -0.0083 -2.6716 -1.8627 0.137
H 0.6844 -2.5600 1.3414 0.109
H 1.4662 -3.7338 0.2831 0.145
H -0.8236 -4.3689 1.4755 0.122
H -0.5152 -4.9346 -0.1365 0.124
H -2.1045 -2.3637 0.3943 0.094
H -2.8309 -3.9425 0.4276 0.127
H -3.3345 -3.0407 -1.7085 0.131
H -2.1662 -4.3137 -1.9690 0.130
H -1.6012 -1.3034 -2.0079 0.114
H -1.4720 -2.4369 -3.3730 0.122
H 0.1103 -3.6785 -1.8924 0.158
O 3.4880 1.6194 -0.6356 0.149
N 2.7179 0.8267 -0.4089 0.128
```

Calculated values
- HOMO level (spin up / spin down) (eV) = -16.324 / -16.323
- ΔE to the lowest compared entry with this formula, charge and spin (kJ/mol) = 35.5
- net charge = +3
- HOMO-LUMO gap (spin up / spin down) (eV) = 7.25 / 3.84
- LUMO energy (spin up / spin down) (eV) = -9.1 / -12.5
- electronic energy (eV) = -69776.0266